(1)
Here is a 13-piece molecular cluster, C52H98F6O15 overall from the OMol25 dataset. Energies are from ωB97M-V/def2-TZVPD.

Last column: Löwdin charge in e.
Geometry (Å):
C: 15.688 19.707 11.852  -0.137
C: 15.183 18.714 10.822  -0.169
C: 15.012 17.455 11.589  -0.194
O: 14.460 17.946 12.821  -0.207
C: 15.143 19.161 13.202  -0.153
H: 15.341 20.735 11.740  0.109
H: 16.777 19.733 11.873  0.110
H: 15.888 18.603 9.998  0.121
H: 14.250 19.058 10.375  0.101
H: 15.953 16.949 11.807  0.115
H: 14.314 16.737 11.157  0.095
H: 15.920 18.733 13.835  0.110
H: 14.526 19.813 13.820  0.112
C: 15.995 8.730 13.289  -0.151
C: 15.157 9.577 14.208  -0.167
C: 14.082 10.117 13.265  -0.230
O: 14.809 10.397 12.121  -0.163
C: 15.975 9.601 12.047  -0.189
H: 15.374 7.856 13.090  0.117
H: 16.983 8.454 13.658  0.122
H: 15.643 10.446 14.651  0.105
H: 14.658 8.927 14.927  0.107
H: 13.545 11.000 13.611  0.104
H: 13.292 9.439 12.942  0.117
H: 16.813 10.295 12.114  0.113
H: 15.936 9.002 11.137  0.123
C: 11.645 19.637 18.560  -0.166
C: 11.291 20.146 17.175  -0.153
C: 9.921 19.456 16.972  -0.188
O: 10.072 18.157 17.521  -0.146
C: 11.044 18.248 18.577  -0.199
H: 11.258 20.230 19.389  0.116
H: 12.715 19.500 18.721  0.103
H: 11.994 19.787 16.423  0.082
H: 11.273 21.235 17.132  0.113
H: 9.539 19.364 15.955  0.108
H: 9.215 20.011 17.590  0.118
H: 11.768 17.437 18.499  0.100
H: 10.637 18.126 19.581  0.116
C: 7.798 13.565 16.952  -0.154
C: 7.472 15.046 17.314  -0.134
C: 8.679 15.338 18.159  -0.217
O: 8.869 14.148 18.929  -0.153
C: 8.494 13.012 18.175  -0.202
H: 8.562 13.652 16.179  0.085
H: 7.058 12.889 16.525  0.112
H: 6.596 15.163 17.952  0.112
H: 7.305 15.738 16.489  0.105
H: 8.493 16.231 18.755  0.121
H: 9.596 15.536 17.604  0.109
H: 7.699 12.493 18.711  0.120
H: 9.390 12.417 17.999  0.109
C: 8.853 10.563 11.683  -0.133
C: 10.241 10.779 12.243  -0.205
C: 10.202 10.205 13.615  -0.168
O: 8.747 10.017 13.942  -0.149
C: 7.972 10.700 12.987  -0.202
H: 8.774 9.528 11.350  0.112
H: 8.598 11.253 10.879  0.107
H: 10.484 11.842 12.215  0.102
H: 11.056 10.350 11.661  0.113
H: 10.763 10.896 14.245  0.096
H: 10.792 9.292 13.702  0.107
H: 7.743 11.694 13.371  0.105
H: 7.001 10.218 12.876  0.113
C: 15.111 16.434 18.286  -0.179
C: 15.673 17.076 17.060  -0.185
C: 15.464 18.553 17.365  -0.200
O: 15.653 18.648 18.781  -0.131
C: 15.706 17.343 19.361  -0.180
H: 15.295 15.377 18.479  0.109
H: 14.024 16.506 18.241  0.098
H: 15.255 16.853 16.078  0.101
H: 16.734 16.828 17.097  0.116
H: 14.499 18.900 16.996  0.100
H: 16.229 19.124 16.840  0.114
H: 15.121 17.346 20.281  0.117
H: 16.732 17.056 19.588  0.118
C: 17.891 14.587 14.569  -0.178
C: 17.139 14.637 13.279  -0.164
C: 17.052 13.182 12.825  -0.214
O: 18.280 12.694 13.271  -0.160
C: 18.734 13.293 14.505  -0.145
H: 17.250 14.532 15.449  0.084
H: 18.605 15.379 14.795  0.110
H: 17.723 15.214 12.562  0.120
H: 16.132 15.009 13.466  0.097
H: 17.019 13.096 11.739  0.114
H: 16.264 12.575 13.273  0.110
H: 19.788 13.528 14.353  0.121
H: 18.408 12.675 15.341  0.115
C: 14.534 13.875 10.414  -0.173
C: 13.731 14.631 9.434  -0.181
C: 12.327 14.835 10.090  -0.151
O: 12.249 13.637 10.891  -0.149
C: 13.471 12.938 10.978  -0.204
H: 14.848 14.602 11.163  0.089
H: 15.419 13.358 10.041  0.121
H: 13.619 14.176 8.449  0.116
H: 14.260 15.534 9.130  0.106
H: 11.576 14.997 9.317  0.118
H: 12.260 15.696 10.756  0.084
H: 13.445 12.034 10.369  0.121
H: 13.714 12.602 11.986  0.096
C: 11.979 9.123 16.766  -0.202
C: 10.604 9.460 17.260  -0.154
C: 9.788 8.151 16.897  -0.137
O: 10.798 7.125 16.874  -0.132
C: 12.104 7.612 16.953  -0.218
H: 12.777 9.556 17.369  0.107
H: 12.044 9.412 15.717  0.085
H: 10.181 10.416 16.952  0.096
H: 10.741 9.516 18.340  0.107
H: 9.421 8.311 15.883  0.098
H: 8.977 8.019 17.614  0.115
H: 12.742 7.239 16.152  0.113
H: 12.551 7.453 17.935  0.117
C: 11.642 13.357 20.644  -0.165
C: 12.199 13.560 22.072  -0.148
C: 13.442 14.403 21.815  -0.194
O: 13.048 15.232 20.696  -0.169
C: 11.926 14.656 19.931  -0.183
H: 10.585 13.106 20.566  0.100
H: 12.065 12.553 20.041  0.104
H: 12.463 12.663 22.633  0.108
H: 11.538 14.151 22.704  0.112
H: 14.267 13.752 21.526  0.113
H: 13.685 15.082 22.633  0.118
H: 12.184 14.480 18.887  0.096
H: 11.025 15.269 19.941  0.100
C: 9.259 15.667 12.280  -0.161
C: 8.518 16.876 11.820  -0.165
C: 8.199 17.685 13.088  -0.139
O: 8.673 16.808 14.151  -0.160
C: 8.762 15.482 13.711  -0.220
H: 10.340 15.743 12.397  0.087
H: 8.972 14.783 11.710  0.118
H: 7.611 16.550 11.311  0.117
H: 9.111 17.468 11.124  0.094
H: 7.113 17.772 13.113  0.117
H: 8.705 18.649 13.036  0.098
H: 7.785 15.008 13.799  0.118
H: 9.363 14.964 14.458  0.112
C: 12.241 16.419 14.909  -0.029
C: 12.888 15.351 14.018  -0.179
O: 13.700 14.554 14.883  0.009
C: 13.189 13.507 15.577  -0.330
O: 12.031 13.119 15.524  0.134
C: 14.238 12.850 16.519  -0.516
F: 15.427 13.399 16.482  0.187
F: 13.747 13.042 17.800  0.117
F: 14.298 11.541 16.300  0.169
H: 11.841 16.051 15.854  0.082
H: 11.407 16.834 14.342  0.064
H: 12.979 17.192 15.126  0.066
H: 13.290 15.893 13.162  0.104
H: 12.097 14.722 13.609  0.106
C: 11.367 20.009 13.337  -0.024
C: 11.480 19.084 12.104  -0.190
O: 10.924 19.773 10.987  0.005
C: 11.069 19.314 9.715  -0.306
O: 11.734 18.330 9.387  0.123
C: 10.226 20.162 8.666  -0.516
F: 9.099 19.604 8.268  0.188
F: 9.947 21.374 9.166  0.156
F: 11.016 20.362 7.568  0.133
H: 10.327 20.182 13.615  0.067
H: 11.776 20.970 13.028  0.085
H: 11.936 19.673 14.204  0.056
H: 11.071 18.079 12.214  0.106
H: 12.520 18.874 11.854  0.096

The calculation puts the energy above the lowest of the compared OMol25 structures with the same formula, charge and spin at 0.0000 eV. The value obtained for the total energy is -102524.117 eV.

=====

(2)
Here is a 2-piece molecular cluster, C11H15N overall from the OMol25 dataset. Energies are from ωB97M-V/def2-TZVPD.

Last column: Löwdin charge in e.
Geometry (Å):
C: 3.022 0.753 -1.424  -0.052
C: 1.594 0.825 -1.001  -0.231
C: 0.551 0.977 -1.866  -0.065
N: -0.649 0.947 -1.186  0.074
C: -0.382 0.847 0.162  -0.224
C: -1.256 0.921 1.265  -0.029
C: -0.646 0.923 2.490  -0.099
C: 0.654 0.362 2.633  -0.104
C: 1.534 0.437 1.581  -0.029
C: 1.005 0.693 0.297  -0.143
H: 3.692 0.464 -0.610  0.068
H: 3.442 1.760 -1.575  0.082
H: 3.219 0.108 -2.271  0.074
H: 0.572 1.151 -2.926  0.119
H: -1.541 1.139 -1.605  0.148
H: -2.292 1.232 1.166  0.108
H: -1.059 1.167 3.468  0.100
H: 1.039 -0.029 3.565  0.095
H: 2.582 0.235 1.751  0.105
C: -2.626 -2.636 -0.398  -0.162
C: -1.909 -3.403 -1.519  -0.172
H: -3.682 -2.533 -0.636  0.060
H: -2.432 -3.104 0.553  0.060
H: -2.269 -1.599 -0.446  0.041
H: -2.445 -4.356 -1.606  0.058
H: -0.855 -3.576 -1.311  0.062
H: -2.077 -2.962 -2.497  0.056

The calculation puts the energy above the lowest of the compared OMol25 structures with the same formula, charge and spin at 0.8979 eV. The value obtained for the total energy is -13139.893 eV.

=====

(3)
Here is a 2-piece molecular cluster, C2H7N3 overall from the OMol25 dataset. Energies are from ωB97M-V/def2-TZVPD.

Last column: Löwdin charge in e.
Geometry (Å):
H: 2.832 0.781 0.503  0.051
N: 2.268 0.344 -0.253  -0.098
N: 2.018 -0.869 -0.132  -0.089
H: 2.272 -1.309 0.771  0.061
H: -0.606 -1.732 0.237  0.077
N: -0.059 -0.901 0.444  0.041
C: -0.535 0.228 0.184  -0.295
C: -1.891 0.549 -0.347  -0.082
H: 0.390 0.980 0.056  0.113
H: -2.529 -0.338 -0.389  0.073
H: -1.795 0.965 -1.352  0.078
H: -2.366 1.303 0.278  0.070

The calculation puts the energy above the lowest of the compared OMol25 structures with the same formula, charge and spin at 3.5117 eV. The value obtained for the total energy is -6654.444 eV.

=====

(4)
Here is a 2-piece molecular cluster, C6H8N2O2 overall from the OMol25 dataset. Energies are from ωB97M-V/def2-TZVPD.

Last column: Löwdin charge in e.
Geometry (Å):
O: -1.195 -2.336 -2.101  0.076
C: -0.993 -1.658 -1.106  -0.448
C: -1.360 -1.855 0.300  0.009
C: -0.776 -1.145 1.279  -0.096
N: -0.080 -0.026 1.043  0.105
C: 0.306 0.294 -0.270  -0.424
O: 1.103 1.229 -0.449  -0.049
N: -0.248 -0.493 -1.201  0.211
H: -2.172 -2.589 0.552  0.131
H: -0.847 -1.285 2.339  0.129
H: 0.485 0.480 1.808  0.135
H: -0.027 -0.220 -2.144  0.171
C: 1.303 3.265 0.823  0.011
C: 1.450 2.032 1.392  -0.131
H: 1.141 4.130 1.290  -0.002
H: 1.740 3.392 -0.183  0.072
H: 1.405 1.880 2.483  0.065
H: 1.725 1.115 0.854  0.035

The calculation puts the energy above the lowest of the compared OMol25 structures with the same formula, charge and spin at 4.0258 eV. The value obtained for the total energy is -13423.347 eV.

=====

(5)
Here is an isolated molecule of C4H6N2S from the OMol25 dataset. Energies are from ωB97M-V/def2-TZVPD.

Last column: Löwdin charge in e.
Geometry (Å):
H: 2.255 -1.885 -0.449  0.084
N: 1.940 -1.325 0.385  0.132
C: 0.922 -0.659 0.151  -0.499
C: 0.509 0.159 1.363  -0.620
S: -0.083 1.636 1.361  0.736
N: 0.123 -0.598 -1.048  0.036
C: -1.230 -0.285 -1.155  -0.240
C: -1.931 -0.593 -2.258  -0.006
H: 0.704 -0.373 2.317  0.064
H: 0.572 -0.988 -1.900  0.152
H: -1.768 0.277 -0.366  0.086
H: -2.968 -0.286 -2.318  0.047
H: -1.527 -1.186 -3.022  0.028

The calculation puts the energy above the lowest of the compared OMol25 structures with the same formula, charge and spin at 2.1938 eV. The value obtained for the total energy is -18058.780 eV.

=====

(6)
Here is a 2-piece molecular cluster, C3H6N2 overall from the OMol25 dataset. Energies are from ωB97M-V/def2-TZVPD.

Last column: Löwdin charge in e.
Geometry (Å):
C: -0.261 1.570 0.164  -0.051
N: 0.457 0.471 0.244  -0.119
C: 0.400 -0.605 -0.571  -0.222
C: 1.102 -1.778 -0.235  -0.263
N: 1.663 -2.759 0.042  0.115
H: -0.778 1.789 -0.761  0.075
H: -0.225 2.287 0.968  0.072
H: -1.851 0.183 0.270  0.053
H: 0.963 0.324 1.113  0.168
H: -1.638 -0.513 0.038  0.064
H: -0.044 -0.485 -1.549  0.108

The calculation puts the energy above the lowest of the compared OMol25 structures with the same formula, charge and spin at 3.4289 eV. The value obtained for the total energy is -6185.116 eV.

=====

(7)
Here is an isolated molecule of C4H10N2 from the OMol25 dataset. Energies are from ωB97M-V/def2-TZVPD.

Last column: Löwdin charge in e.
Geometry (Å):
C: 0.592 1.631 -0.310  0.028
C: 0.029 0.500 -0.101  -0.454
C: 0.771 -0.768 -0.271  -0.309
N: 2.199 -0.461 0.111  -0.076
C: -1.305 0.364 0.484  -0.269
N: -2.357 -0.572 -0.167  -0.068
H: 0.056 2.576 -0.284  0.065
H: 1.701 1.769 -0.288  0.079
H: 0.200 -1.564 0.430  0.120
H: 0.606 -1.270 -1.343  0.150
H: 2.185 -0.507 1.345  0.187
H: 2.823 -1.262 -0.294  0.087
H: -1.839 1.374 0.587  0.124
H: -1.117 -0.159 1.540  0.148
H: -1.820 -1.528 -0.307  0.077
H: -2.725 -0.122 -1.133  0.111

The calculation puts the energy above the lowest of the compared OMol25 structures with the same formula, charge and spin at 3.4795 eV. The value obtained for the total energy is -7287.140 eV.

=====

(8)
Here is C23H40F3N2NbO4PS as an isolated structure from the OMol25 dataset. Energies are from ωB97M-V/def2-TZVPD.

Last column: Löwdin charge in e.
Geometry (Å):
C: 3.725 -2.117 3.455  -0.104
C: 3.258 -3.171 2.440  -0.253
C: 1.739 -3.325 2.350  -0.184
C: 0.967 -1.997 2.436  -0.332
O: -0.193 -2.075 1.633  -0.413
Nb: -0.526 -0.852 0.094  1.758
C: -1.299 0.436 -1.571  -0.342
C: -0.337 0.906 -2.668  -0.271
N: 0.502 2.030 -2.212  -0.100
C: 1.790 2.172 -2.918  -0.209
C: 2.960 2.223 -1.922  -0.070
C: -0.190 3.266 -2.137  -0.503
C: -1.078 3.721 -3.269  0.006
O: -0.046 3.973 -1.182  0.114
C: -1.507 -2.593 -0.995  -0.355
N: -2.978 -2.512 -1.195  -0.229
C: -3.637 -3.766 -0.849  -0.175
C: 0.264 1.042 1.131  -0.217
C: -0.321 1.368 2.429  -0.511
O: -0.055 0.764 3.453  0.021
C: -1.274 2.522 2.541  -0.166
C: -1.371 3.176 3.776  -0.024
C: -2.272 4.229 3.924  -0.096
C: -3.086 4.640 2.868  -0.095
C: -2.976 4.008 1.631  -0.069
C: -2.068 2.960 1.483  -0.067
C: 1.531 -1.177 -0.821  -0.211
C: 1.782 -2.474 -1.592  -0.333
O: 3.110 -2.958 -1.297  -0.034
C: 1.761 -2.285 -3.107  -0.606
F: 0.536 -2.132 -3.615  0.138
F: 2.517 -1.248 -3.493  0.132
F: 2.279 -3.366 -3.730  0.127
P: -2.923 -0.456 1.191  0.189
S: -4.318 0.512 0.142  -0.086
H: 3.002 -1.961 4.248  0.073
H: 3.882 -1.168 2.953  0.067
H: 4.672 -2.430 3.880  0.060
H: 3.659 -4.131 2.762  0.094
H: 3.663 -2.998 1.446  0.086
H: 1.406 -3.969 3.162  0.106
H: 1.434 -3.820 1.431  0.101
H: 0.644 -1.865 3.465  0.110
H: 1.629 -1.160 2.222  0.075
H: -2.125 -0.079 -2.059  0.025
H: -1.750 1.331 -1.139  -0.002
H: -0.937 1.216 -3.532  0.095
H: 0.320 0.130 -3.037  0.066
H: 1.925 1.386 -3.650  0.103
H: 1.786 3.141 -3.420  0.107
H: 3.837 1.699 -2.296  0.065
H: 3.183 3.238 -1.616  0.068
H: 2.644 1.696 -1.028  0.052
H: -1.572 4.625 -2.941  0.081
H: -1.852 2.983 -3.457  0.075
H: -0.514 3.915 -4.176  0.083
H: -1.316 -3.467 -0.370  0.038
H: -1.032 -2.800 -1.960  0.038
H: -3.175 -2.359 -2.174  0.083
H: -3.136 -4.635 -1.300  0.066
H: -4.668 -3.773 -1.193  0.070
H: -3.606 -3.915 0.227  0.060
H: 0.103 1.865 0.438  0.030
H: 1.339 0.889 1.204  0.059
H: -0.763 2.865 4.608  0.105
H: -2.344 4.731 4.879  0.089
H: -3.801 5.439 2.997  0.090
H: -3.574 4.283 0.778  0.100
H: -1.990 2.470 0.526  0.055
H: 2.228 -1.200 0.016  0.050
H: 1.871 -0.342 -1.431  0.030
H: 1.152 -3.312 -1.317  0.130
H: 3.719 -2.234 -1.471  0.091
H: -2.813 0.040 2.510  -0.089
H: -3.393 -1.769 1.411  -0.112

As for the net charge: -1. The value obtained for the total energy is -65495.494 eV.

=====

F_max (eV/Å)
3.20 2.43 2.56 8.42 3.62 1.02 5.01 2.36